Entry 1:
# C16H35Cl2O10P

A cluster of 5 separate species, C16H35Cl2O10P in total in a non-equilibrium geometry (the ωB97M-V functional and the def2-TZVPD basis, OMol25).

## Properties
Maximum force: 1.09 eV/A
HOMO-LUMO gap: 0.39322 Eh
Structure (SMILES): COP(=O)(OC)OC.CCOC(C)=O.CCOC(C)=O.CCOC(C)=O.ClCCl
Relative energy (zero: lowest compared OMol25 entry of this formula, charge and spin): 0.00 kJ/mol
E_HOMO: -10.2 eV
Electronic energy: -2644.9145 a.u.
E_LUMO: 0.53 eV

Structure (ORCA input):
```
! RIJCOSX wB97M-V def2-TZVPD def2/J DEFGRID3
* xyz 0 1
C 0.2334 3.9066 4.3231
O -0.5801 4.0733 3.1616
P -0.8607 2.9140 2.1558
O 0.1639 2.6894 1.1368
O -1.1586 1.6933 3.1207
C -1.8870 0.5401 2.6540
O -2.2766 3.3437 1.6081
C -2.5488 3.3648 0.2024
H -0.1889 4.5035 5.1275
H 1.2393 4.2664 4.1015
H 0.2827 2.8674 4.6257
H -1.2197 -0.1514 2.1560
H -2.7127 0.8732 2.0176
H -2.3693 0.1287 3.5367
H -2.7466 4.3928 -0.0937
H -3.4300 2.7500 0.0234
H -1.7193 2.9773 -0.3877
C -3.6913 -3.2932 -1.6122
C -2.5292 -4.1663 -1.1707
O -1.7461 -4.5619 -2.2971
C -0.5135 -4.0473 -2.4197
C 0.1595 -4.4962 -3.6730
O -0.0074 -3.3053 -1.6213
H -4.0280 -2.6273 -0.8156
H -4.5329 -3.8586 -2.0100
H -3.3820 -2.6141 -2.4128
H -1.9215 -3.6421 -0.4361
H -2.8659 -5.0847 -0.6917
H -0.0566 -5.5373 -3.9076
H 1.2345 -4.3744 -3.5840
H -0.1747 -3.8725 -4.5042
C 0.6725 2.1513 -6.4818
C 0.6513 0.6693 -6.1731
O 1.6114 0.4019 -5.1550
C 1.7920 -0.8899 -4.8462
C 2.8203 -1.0818 -3.7698
O 1.1609 -1.7793 -5.3612
H -0.2091 2.4365 -7.0507
H 1.5738 2.4091 -7.0435
H 0.7374 2.7706 -5.5835
H -0.3324 0.2888 -5.8956
H 0.9191 0.1063 -7.0733
H 3.8073 -1.3544 -4.1268
H 2.4366 -1.8378 -3.0849
H 2.8492 -0.1795 -3.1586
C 3.1242 0.9705 3.1521
C 2.0153 0.1618 3.7828
O 1.5925 0.8753 4.9519
C 0.5661 0.3412 5.6209
C 0.2215 1.1068 6.8611
O -0.0126 -0.6561 5.2786
H 3.9036 1.1565 3.8835
H 2.6718 1.9166 2.8355
H 3.4716 0.4951 2.2379
H 1.1996 -0.0281 3.0867
H 2.3759 -0.8097 4.1348
H -0.8051 1.4723 6.8160
H 0.8581 1.9593 7.0881
H 0.2775 0.4136 7.7018
Cl 0.5721 0.3022 -1.5719
C 0.6656 -0.6351 -0.0665
Cl 2.2003 -1.5008 0.0562
H 0.5677 0.0727 0.7481
H -0.1222 -1.3771 -0.1068
*
```

---

Entry 2:
# C16H35F4N3O4S

A cluster of 3 separate species, C16H35F4N3O4S in total (the ωB97M-V functional and the def2-TZVPD basis, OMol25).

## Properties
Maximum force: 0.29 eV/A
HOMO-LUMO gap: 0.29646 Eh
Structure (SMILES): N[C@H]1OS(=O)(=O)O[C@H]1C(F)(F)C(F)F.CCN(CC)CC.CCN(CC)CC
E_HOMO: -7.7 eV
Electronic energy: -1893.4661 a.u.
E_LUMO: 0.32 eV

Structure (ORCA input):
```
! RIJCOSX wB97M-V def2-TZVPD def2/J DEFGRID3
* xyz 0 1
N -1.4111 -1.1830 0.1245
C -0.8028 -0.2074 0.9694
O 0.6122 -0.1767 0.6870
S 1.1063 1.1159 -0.0830
O 1.6016 0.7665 -1.3586
O 1.8696 1.9130 0.8087
O -0.3414 1.7704 -0.2559
C -1.2307 1.2573 0.7147
C -2.6773 1.5158 0.3001
F -2.9290 2.8258 0.4975
F -3.4488 0.8129 1.1906
C -3.1725 1.1207 -1.1232
F -4.0727 2.0395 -1.5438
F -2.1574 1.0767 -2.0069
H -2.4036 -1.0319 0.0222
H -1.2916 -2.1132 0.5047
H -0.8701 -0.4323 2.0334
H -1.1132 1.8124 1.6484
H -3.6670 0.1465 -1.0900
C 0.5203 3.1997 -4.2705
C 1.7281 4.0048 -4.7265
N 2.0597 5.0919 -3.8208
C 3.0041 6.0458 -4.3730
C 4.4221 5.5555 -4.6885
C 2.2731 4.7046 -2.4341
C 3.3309 3.6355 -2.1413
H -0.3265 3.8588 -4.0719
H 0.2330 2.4919 -5.0493
H 0.7277 2.6216 -3.3690
H 1.5101 4.4603 -5.6971
H 2.5684 3.3123 -4.8948
H 3.0635 6.8895 -3.6797
H 2.5611 6.4377 -5.2941
H 5.0032 5.3741 -3.7852
H 4.9501 6.3103 -5.2748
H 4.4079 4.6346 -5.2731
H 1.3168 4.3499 -2.0400
H 2.5015 5.6149 -1.8736
H 3.2282 2.7793 -2.8092
H 3.1948 3.2657 -1.1237
H 4.3496 4.0125 -2.2227
C -3.8028 -5.5568 3.8711
C -2.5119 -5.5265 3.0683
N -1.6648 -4.3930 3.4027
C -0.5976 -4.1629 2.4477
C 0.4908 -5.2290 2.2873
C -1.3033 -4.2691 4.8082
C -0.6063 -5.4612 5.4725
H -4.3252 -4.6023 3.7940
H -4.4571 -6.3413 3.4897
H -3.6249 -5.7655 4.9265
H -2.7550 -5.4358 2.0056
H -1.9992 -6.4943 3.1819
H -0.1237 -3.2098 2.7062
H -1.0752 -4.0203 1.4704
H 1.1644 -5.2557 3.1425
H 1.0914 -5.0103 1.4028
H 0.0621 -6.2234 2.1579
H -2.2135 -4.0466 5.3695
H -0.6742 -3.3799 4.9000
H -1.1261 -6.3972 5.2619
H -0.6035 -5.3265 6.5554
H 0.4280 -5.5725 5.1513
*
```

---

Entry 3:
# C16H36BrN2O8P

A structure of composition C16H36BrN2O8P (the ωB97M-V functional and the def2-TZVPD basis, OMol25).

## Properties
Maximum force: 0.27 eV/A
HOMO-LUMO gap: 0.28189 Eh
E_HOMO: -8.3 eV
Electronic energy: -4258.0920 a.u.
E_LUMO: -0.60 eV

Structure (ORCA input):
```
! RIJCOSX wB97M-V def2-TZVPD def2/J DEFGRID3
* xyz 0 1
C 2.9008 -0.6814 0.4569
N 2.7225 0.4682 -0.4242
C 1.4287 0.5696 -1.0356
O 0.7839 1.8355 -0.6816
P -0.1439 1.8774 0.5823
O 0.2832 1.1531 1.7781
O -0.2165 3.4604 0.8920
Br -1.3189 4.5454 -0.0534
O -1.5504 1.4622 -0.0036
C -2.6268 1.1136 0.8934
C -3.7612 0.5633 0.0584
N -3.2964 -0.4494 -0.8797
H 2.2643 -0.6340 1.3510
H 2.6619 -1.5982 -0.0806
H 3.9398 -0.7314 0.7710
H 2.9484 1.3312 0.0485
H 0.7875 -0.2578 -0.7099
H 1.4687 0.6024 -2.1198
H -2.2640 0.3821 1.6149
H -2.9425 2.0112 1.4319
H -4.3164 1.3873 -0.4080
H -4.4567 0.0708 0.7430
H -2.8135 -0.0133 -1.6559
H -4.1164 -0.9113 -1.2579
C 0.7022 1.7061 -6.3443
C 0.8949 2.2921 -4.9665
O 1.6253 1.7798 -4.1523
C 0.1251 3.5526 -4.6516
H 1.3026 0.8065 -6.4511
H -0.3514 1.4697 -6.5055
H 0.9896 2.4355 -7.1041
H -0.9462 3.3734 -4.7634
H 0.3959 4.3427 -5.3548
H 0.3412 3.8704 -3.6345
C -7.8448 -2.7873 0.6321
C -6.4992 -2.6513 -0.0351
O -6.2757 -1.7754 -0.8398
C -5.4435 -3.6565 0.3518
H -8.5170 -2.0111 0.2762
H -8.2687 -3.7705 0.4196
H -7.7321 -2.7126 1.7153
H -5.7888 -4.6667 0.1238
H -5.2649 -3.6133 1.4281
H -4.5180 -3.4513 -0.1806
C 7.8943 0.7148 2.7168
C 6.7454 1.0992 1.8150
O 6.1663 0.2834 1.1391
C 6.3581 2.5588 1.8025
H 8.0807 -0.3534 2.6428
H 8.7923 1.2678 2.4348
H 7.6625 0.9796 3.7502
H 7.2094 3.1691 1.4950
H 6.0751 2.8798 2.8068
H 5.5287 2.7150 1.1176
C 0.8559 -3.2522 3.7028
C 0.5470 -3.0366 2.2397
O 1.1772 -3.5932 1.3712
C -0.5802 -2.0854 1.9291
H 1.6823 -3.9504 3.8088
H 1.1125 -2.2989 4.1689
H -0.0252 -3.6389 4.2188
H -0.3646 -1.1022 2.3522
H -1.5132 -2.4535 2.3629
H -0.6969 -1.9924 0.8507
*
```

---

Entry 4:
# C16H36Cl4FN4O4

A cluster of 7 separate species, C16H36Cl4FN4O4 in total in a non-equilibrium geometry (the ωB97M-V functional and the def2-TZVPD basis, OMol25).

## Properties
Maximum force: 3.34 eV/A
HOMO-LUMO gap (alpha / beta): 0.05903 / 0.31615 Eh
E_HOMO (alpha / beta): 2.2 / -4.8 eV
Electronic energy: -3091.9449 a.u.
E_LUMO (alpha / beta): 3.85 / 3.84 eV

Structure (ORCA input):
```
! RIJCOSX wB97M-V def2-TZVPD def2/J DEFGRID3
* xyz -2 2
F -0.0852 -0.2423 0.0405
C 3.2656 0.3113 1.0698
C 3.3808 -1.1555 0.7845
O 4.5032 -1.6359 0.6989
N 2.2440 -1.8724 0.7141
C 2.1221 -3.3156 0.4536
H 2.7535 0.4722 2.0185
H 2.5915 0.7426 0.3298
H 4.1917 0.8857 1.0486
H 1.4181 -1.3269 0.5127
H 1.5506 -3.8685 1.1990
H 3.0807 -3.7957 0.6503
H 1.6628 -3.4668 -0.5233
C -1.9378 0.8850 -2.6541
C -1.4137 2.2534 -2.1557
O -1.8498 3.3002 -2.6278
N -0.4296 2.2566 -1.2701
C 0.1624 3.4851 -0.7518
H -3.0001 0.8400 -2.4143
H -1.4373 0.0444 -2.1734
H -1.8305 0.8586 -3.7385
H -0.2727 1.4179 -0.7296
H 1.0749 3.0986 -0.2978
H -0.3364 3.9293 0.1096
H 0.4696 4.2207 -1.4951
C 0.2533 2.9026 2.8613
C 0.4605 1.7024 3.6517
O 0.6150 1.7618 4.8706
N 0.4345 0.4795 3.0908
C 0.4663 -0.8319 3.7493
H 1.0503 3.6457 2.8896
H -0.5871 3.3890 3.3565
H -0.0098 2.7179 1.8198
H 0.3068 0.4239 2.0904
H 0.5787 -0.7379 4.8294
H 1.3148 -1.3935 3.3584
H -0.4913 -1.3330 3.6077
C -0.8865 -2.5031 -2.7412
C -1.8372 -2.9878 -1.7074
O -2.9144 -3.5274 -1.9988
N -1.4480 -2.8319 -0.4273
C -2.1806 -3.3454 0.7213
H 0.0022 -2.0196 -2.3355
H -1.4756 -1.8349 -3.3693
H -0.6083 -3.3708 -3.3394
H -0.8423 -2.0445 -0.2449
H -2.2214 -2.6015 1.5169
H -1.6340 -4.2212 1.0710
H -3.2360 -3.4988 0.4963
Cl 0.9360 -0.6095 -4.8593
C 1.5197 0.3578 -3.4991
C 3.0391 0.3788 -3.5290
Cl 3.7281 1.2047 -2.1730
H 1.1021 0.0921 -2.5280
H 1.1579 1.3493 -3.7712
H 3.5064 0.8561 -4.3904
H 3.3982 -0.6486 -3.5890
Cl -3.3497 3.1863 2.5741
C -3.1520 2.0696 1.1934
C -3.0429 0.5672 1.5881
Cl -4.6158 0.1039 2.3528
H -2.2982 2.4358 0.6232
H -3.9671 2.1990 0.4815
H -2.1346 0.3171 2.1363
H -2.8158 -0.1215 0.7743
*
```

---

Entry 5:
# C16H36FN4O7Pt

A structure of composition C16H36FN4O7Pt in a non-equilibrium geometry (the ωB97M-V functional and the def2-TZVPD basis, OMol25).

## Properties
Maximum force: 2.44 eV/A
HOMO-LUMO gap (alpha / beta): 0.31980 / 0.32092 Eh
E_HOMO (alpha / beta): -10.5 / -11.5 eV
Electronic energy: -1595.8607 a.u.
E_LUMO (alpha / beta): -1.83 / -2.81 eV

Structure (ORCA input):
```
! RIJCOSX wB97M-V def2-TZVPD def2/J DEFGRID3
* xyz 1 3
Pt -10.8013 0.7845 14.8307
F -11.6304 2.6075 14.7448
C -8.8721 -1.5216 18.8303
C -9.5766 -0.2445 18.2988
O -10.9934 -0.4899 18.2875
C -11.7268 0.5093 17.8654
O -11.3515 1.4316 17.1544
O -12.9564 0.3865 18.3244
C -13.9182 1.4251 18.0513
H -8.9911 -2.3513 18.1681
H -9.2956 -1.7548 19.7945
H -7.8014 -1.2309 18.8704
H -9.2474 0.1132 17.3206
H -9.4291 0.6319 18.8999
H -13.7235 1.8720 17.0576
H -13.7768 2.2250 18.7755
H -14.8679 0.9360 18.2077
C -7.4949 1.9987 15.2538
O -8.4764 1.3233 14.9468
N -7.6014 3.2252 15.8228
C -6.4029 3.9722 16.1396
C -8.8402 3.5927 16.4712
H -6.4830 1.6963 14.9518
H -6.3400 3.8914 17.2252
H -6.4341 5.0000 15.7789
H -5.5177 3.5846 15.6182
H -8.6542 4.0643 17.4155
H -9.4637 4.1632 15.7578
H -9.5363 2.7368 16.5503
C -13.9805 -0.4693 14.4436
O -12.8407 -0.4356 14.9067
N -14.6320 0.5118 13.7608
C -15.9397 0.3131 13.2459
C -14.1235 1.8829 13.6437
H -14.6258 -1.3475 14.6330
H -16.0945 0.5363 12.1907
H -16.6961 0.9508 13.8058
H -16.1768 -0.7165 13.4848
H -14.9131 2.6015 13.9176
H -13.1633 1.9209 14.1722
H -13.9291 2.0762 12.5900
C -10.2123 0.0202 11.5025
O -10.6926 0.7263 12.3762
N -9.2149 0.4070 10.7129
C -8.5472 1.6489 10.9110
C -8.6035 -0.5287 9.7109
H -10.4747 -1.0177 11.3779
H -7.4745 1.4456 11.0033
H -8.8772 2.0686 11.8702
H -8.6937 2.3608 10.0748
H -9.3059 -1.3434 9.5390
H -8.3031 0.0037 8.8155
H -7.6849 -0.9506 10.1203
C -9.8609 -2.0231 15.2550
O -9.7589 -1.0375 14.5552
N -9.0110 -2.9868 15.1622
C -9.3329 -4.2570 15.8134
C -7.8414 -2.9148 14.2695
H -10.7267 -2.2636 15.8773
H -9.3298 -5.0667 15.0568
H -10.3326 -4.1051 16.2668
H -8.5186 -4.5833 16.4633
H -8.1152 -2.7808 13.2099
H -7.1603 -2.0974 14.5642
H -7.3766 -3.8852 14.4529
*
```

---

Entry 6:
# C16H36MnN8O

A structure of composition C16H36MnN8O in a non-equilibrium geometry (the ωB97M-V functional and the def2-TZVPD basis, OMol25).

## Properties
Maximum force: 3.60 eV/A
HOMO-LUMO gap (alpha / beta): 0.19771 / 0.19731 Eh
E_HOMO (alpha / beta): -5.1 / -5.1 eV
Electronic energy: -2295.3619 a.u.
E_LUMO (alpha / beta): 0.29 / 0.28 eV

Structure (ORCA input):
```
! RIJCOSX wB97M-V def2-TZVPD def2/J DEFGRID3
* xyz 0 6
Mn -0.8476 1.0195 -0.3906
C -0.0473 0.0103 4.9426
N -1.2641 -0.1066 4.1601
C -2.4618 0.1364 4.9649
C -3.5405 0.2141 3.9135
N -2.8172 0.6437 2.7299
C -3.5711 0.6642 1.4630
C -1.4970 0.3921 2.8638
N -0.6149 0.5871 1.9052
C 0.6533 -0.0922 2.0434
C 1.7430 0.3451 1.0753
N 1.3497 0.4122 -0.3353
C 2.2607 0.2162 -1.2216
N 2.0184 0.0830 -2.6037
C 0.9177 -0.3396 -3.4299
C 3.2865 -0.2821 -3.2674
C 4.3458 0.1489 -2.2878
N 3.6327 0.1752 -1.0230
C 4.3605 0.8490 0.0483
H -0.3099 -0.2186 5.9748
H 0.3766 1.0215 4.9276
H 0.7158 -0.7053 4.6479
H -2.3649 1.0814 5.5157
H -2.6075 -0.6710 5.6833
H -4.3449 0.9116 4.1413
H -3.9876 -0.7716 3.7267
H -4.5331 1.1282 1.7088
H -3.8249 -0.4035 1.2733
H -2.7324 2.2795 0.2464
H 0.5298 -1.1844 1.9118
H 1.1387 0.0305 3.0096
H 2.5232 -0.4082 1.2096
H 2.1402 1.3106 1.3982
H -0.4557 1.7633 -2.7443
H 1.2736 -3.2400 -2.9053
H 1.4295 -0.2523 -4.3899
H 3.3696 0.2551 -4.2112
H 3.3116 -1.3548 -3.4664
H 4.7142 1.1515 -2.5369
H 5.1995 -0.5273 -2.2493
H 5.3923 0.9496 -0.2835
H 4.3669 0.2892 0.9772
H 3.9712 1.8509 0.2369
N -0.1329 2.4499 -2.0867
C -0.3694 -0.2159 -3.7422
C -1.7536 -0.5010 -3.1956
C -1.9732 -1.8252 -2.4673
C -1.2407 -2.0276 -1.1674
N -1.6752 -1.0242 -0.1922
H -0.7301 3.2562 -1.9744
H 0.8401 2.6406 -2.2760
H 1.1250 -2.7071 -3.4729
H -0.4626 0.0202 -4.7968
H -2.3743 -0.5795 -4.0889
H -2.1707 0.3438 -2.6267
H -1.6809 -2.6388 -3.1397
H -3.0470 -1.9460 -2.3021
H -0.1580 -1.9395 -1.3058
H -1.4064 -3.0554 -0.8208
H -1.3290 -1.2975 0.7184
H -2.6823 -0.9034 -0.1423
O -1.9773 2.5879 -0.2739
*
```

---

Entry 7:
# C16H36N5O2

A cluster of 3 separate species, C16H36N5O2 in total in a non-equilibrium geometry (the ωB97M-V functional and the def2-TZVPD basis, OMol25).

## Properties
Maximum force: 3.81 eV/A
HOMO-LUMO gap: 0.24904 Eh
Relative energy (zero: lowest compared OMol25 entry of this formula, charge and spin): 0.00 kJ/mol
E_HOMO: -11.5 eV
Electronic energy: -1055.1460 a.u.
E_LUMO: -4.77 eV

Structure (ORCA input):
```
! RIJCOSX wB97M-V def2-TZVPD def2/J DEFGRID3
* xyz 1 1
N 0.2342 2.3849 -2.0248
C 0.9830 1.4304 -2.8860
C 0.0465 0.4840 -3.7218
C 0.6950 -0.9400 -4.0224
C 0.1972 -2.0001 -2.9541
N 0.7786 -1.5282 -1.6337
C 2.1126 -1.6760 -1.5075
C 2.7387 -1.1868 -0.2631
C 1.8438 -0.6073 0.7565
C 0.4057 -0.5931 0.3783
N -0.0817 -1.0343 -0.7828
H 0.8894 3.1097 -1.7231
H -0.5299 2.8211 -2.5414
H 1.7285 1.9488 -3.5577
H 1.5955 0.8057 -2.1820
H -0.0919 0.9718 -4.7293
H -0.9878 0.3813 -3.2933
H 1.8069 -0.8231 -4.0633
H 0.3784 -1.3056 -5.0385
H -0.9187 -1.9120 -2.9299
H 0.4818 -3.0519 -3.1853
H 2.7607 -2.0996 -2.3001
H 3.8324 -1.2404 -0.0889
H 2.2125 -0.2157 1.7267
H -0.2966 -0.1475 1.1192
C 3.1673 5.4060 2.7731
C 2.2263 4.2421 2.4782
C 1.7762 3.4761 3.7349
O 2.7571 2.6020 4.2742
C 3.7239 3.2334 5.1006
N 2.8689 3.3476 1.5057
H 4.1816 5.0768 3.0012
H 3.2351 6.0660 1.9065
H 2.8036 6.0000 3.6147
H 1.3285 4.6629 2.0142
H 0.9369 2.8313 3.4521
H 1.3974 4.1566 4.5068
H 3.2976 4.0621 5.6714
H 4.5680 3.5798 4.5012
H 4.1031 2.4894 5.8022
H 2.2013 2.6267 1.2387
H 3.5949 2.8335 2.0034
C -3.8970 -5.1412 -0.7243
C -3.1140 -3.9442 -0.1939
C -3.9576 -2.9857 0.6650
O -4.8270 -2.1447 -0.0752
C -6.0511 -2.7506 -0.4624
N -2.4914 -3.2441 -1.3267
H -4.5476 -4.8789 -1.5591
H -3.2123 -5.9112 -1.0849
H -4.5120 -5.5862 0.0613
H -2.3160 -4.3380 0.4444
H -3.2712 -2.3084 1.1848
H -4.5102 -3.5247 1.4441
H -6.4152 -3.4570 0.2881
H -5.9406 -3.2466 -1.4287
H -6.7932 -1.9605 -0.5823
H -1.8925 -2.5064 -0.9694
H -3.2334 -2.7400 -1.8115
*
```